## a
C41H54N8Ta | wB97M-V/def2-TZVPD

- Spin multiplicity: 1
- HOMO energy: -15.37 eV
- Total charge: +3
- HOMO-LUMO gap: 5.3 eV

Atoms and positions in Å:
Ta (0.30, 0.29, -0.22)
C (-5.34, 3.25, -0.70)
C (-5.06, 1.84, -1.21)
C (-3.90, 1.21, -0.50)
C (-3.94, 0.45, 0.63)
C (-5.15, -0.02, 1.38)
C (-5.62, -1.40, 0.91)
C (-2.59, 0.11, 0.96)
N (-1.69, 0.69, 0.05)
C (-2.53, 1.39, -0.86)
C (-2.09, 2.14, -1.91)
C (-0.77, 2.42, -2.20)
C (-0.33, 3.33, -3.17)
C (-1.19, 4.06, -4.15)
C (-1.72, 5.38, -3.60)
C (1.04, 3.47, -3.00)
C (1.43, 2.63, -1.95)
C (2.71, 2.52, -1.44)
C (3.08, 1.72, -0.40)
N (2.19, 0.85, 0.29)
C (3.03, 0.22, 1.23)
C (2.58, -0.70, 2.17)
C (1.28, -1.03, 2.40)
N (0.19, -0.52, 1.65)
C (-0.94, -1.01, 2.34)
C (-2.23, -0.70, 2.01)
C (-0.55, -1.84, 3.44)
C (0.82, -1.86, 3.47)
C (1.70, -2.59, 4.43)
C (2.15, -3.94, 3.87)
C (-1.49, -2.48, 4.40)
C (-1.91, -1.53, 5.53)
C (4.36, 0.67, 1.12)
C (4.40, 1.60, 0.11)
C (5.58, 2.39, -0.36)
C (5.72, 3.72, 0.40)
C (5.49, 0.22, 2.01)
C (5.45, 0.89, 3.38)
N (0.31, 1.91, -1.44)
C (1.96, 4.33, -3.82)
C (2.56, 3.53, -4.99)
H (-6.19, 3.69, -1.23)
H (-4.48, 3.91, -0.85)
H (-5.57, 3.25, 0.37)
H (-4.88, 1.85, -2.29)
H (-5.94, 1.20, -1.07)
H (-5.94, 0.72, 1.24)
H (-4.94, -0.03, 2.45)
H (-5.81, -1.40, -0.17)
H (-6.54, -1.69, 1.41)
H (-4.87, -2.16, 1.12)
H (-2.84, 2.61, -2.53)
H (-2.02, 3.41, -4.47)
H (-0.60, 4.24, -5.05)
H (-2.34, 5.22, -2.71)
H (-2.33, 5.88, -4.35)
H (-0.91, 6.05, -3.32)
H (3.48, 3.13, -1.89)
H (3.33, -1.13, 2.82)
H (-3.01, -1.10, 2.63)
H (1.15, -2.73, 5.36)
H (2.56, -1.98, 4.69)
H (1.29, -4.60, 3.71)
H (2.82, -4.44, 4.56)
H (2.67, -3.83, 2.91)
H (-1.01, -3.37, 4.82)
H (-2.37, -2.85, 3.87)
H (-1.04, -1.20, 6.10)
H (-2.60, -2.02, 6.21)
H (-2.41, -0.64, 5.14)
H (5.50, 2.57, -1.43)
H (6.48, 1.79, -0.22)
H (4.83, 4.34, 0.27)
H (6.58, 4.27, 0.03)
H (5.85, 3.55, 1.47)
H (6.43, 0.43, 1.51)
H (5.46, -0.87, 2.11)
H (5.51, 1.98, 3.28)
H (6.29, 0.56, 3.98)
H (4.53, 0.67, 3.92)
H (2.74, 4.75, -3.20)
H (1.39, 5.18, -4.20)
H (3.16, 2.69, -4.63)
H (3.20, 4.17, -5.59)
H (1.78, 3.13, -5.63)
C (-2.59, -5.39, -1.40)
C (-1.19, -5.70, -1.93)
C (-1.03, -5.38, -3.41)
C (-0.06, -5.15, -1.08)
N (0.05, -3.64, -1.10)
C (-0.84, -2.70, -1.38)
N (-0.21, -1.53, -1.27)
N (1.05, -1.82, -0.91)
N (1.23, -3.07, -0.79)
H (-3.28, -6.20, -1.64)
H (-3.03, -4.50, -1.86)
H (-2.61, -5.27, -0.31)
H (-1.03, -6.78, -1.82)
H (-1.15, -4.31, -3.63)
H (-1.80, -5.89, -3.99)
H (-0.06, -5.69, -3.80)
H (0.92, -5.47, -1.45)
H (-0.15, -5.41, -0.03)
H (-1.87, -2.87, -1.64)

Löwdin atomic charge list, values in e, 2 entries: Ta 2.04; C -0.05

***

## b
C41H54N8Ta | wB97M-V/def2-TZVPD

- Spin multiplicity: 1
- HOMO energy: -15.44 eV
- Total charge: +3
- HOMO-LUMO gap: 5.4 eV

Atoms and positions in Å:
Ta (-0.09, -0.45, -0.28)
C (5.36, 1.82, -2.75)
C (4.02, 2.58, -2.74)
C (3.11, 2.08, -1.66)
C (3.03, 2.54, -0.38)
C (3.76, 3.70, 0.22)
C (2.96, 5.00, 0.10)
C (2.07, 1.74, 0.30)
N (1.55, 0.75, -0.56)
C (2.23, 0.97, -1.78)
C (2.07, 0.22, -2.91)
C (1.30, -0.93, -3.01)
C (1.27, -1.79, -4.11)
C (1.97, -1.58, -5.42)
C (3.41, -2.12, -5.40)
C (0.54, -2.91, -3.74)
C (0.10, -2.71, -2.42)
C (-0.62, -3.62, -1.67)
C (-1.01, -3.44, -0.37)
N (-0.78, -2.26, 0.38)
C (-1.39, -2.52, 1.62)
C (-1.37, -1.64, 2.69)
C (-0.68, -0.47, 2.76)
N (0.10, 0.05, 1.70)
C (0.75, 1.17, 2.27)
C (1.66, 1.93, 1.60)
C (0.31, 1.36, 3.61)
C (-0.57, 0.36, 3.91)
C (-1.31, 0.17, 5.19)
C (-2.71, 0.79, 5.14)
C (0.82, 2.44, 4.52)
C (2.13, 2.05, 5.21)
C (-1.97, -3.80, 1.63)
C (-1.74, -4.37, 0.40)
C (-2.14, -5.75, -0.05)
C (-1.05, -6.79, 0.26)
C (-2.66, -4.41, 2.82)
C (-1.66, -4.91, 3.88)
N (0.52, -1.44, -1.95)
C (0.23, -4.10, -4.59)
C (-1.12, -3.93, -5.31)
H (6.00, 2.20, -3.55)
H (5.21, 0.76, -2.92)
H (5.89, 1.94, -1.81)
H (3.53, 2.50, -3.71)
H (4.19, 3.65, -2.58)
H (4.72, 3.81, -0.28)
H (4.00, 3.50, 1.27)
H (2.67, 5.20, -0.93)
H (3.54, 5.85, 0.45)
H (2.04, 4.96, 0.70)
H (2.65, 0.50, -3.78)
H (1.97, -0.52, -5.67)
H (1.40, -2.07, -6.20)
H (4.01, -1.62, -4.64)
H (3.88, -1.96, -6.37)
H (3.42, -3.19, -5.20)
H (-0.87, -4.56, -2.13)
H (-1.90, -1.96, 3.58)
H (2.12, 2.74, 2.15)
H (-0.73, 0.61, 6.01)
H (-1.38, -0.90, 5.43)
H (-2.64, 1.88, 5.03)
H (-3.26, 0.58, 6.06)
H (-3.29, 0.40, 4.30)
H (0.05, 2.64, 5.28)
H (0.94, 3.37, 3.97)
H (2.00, 1.15, 5.82)
H (2.47, 2.85, 5.86)
H (2.92, 1.85, 4.48)
H (-2.36, -5.74, -1.11)
H (-3.07, -6.02, 0.45)
H (-0.11, -6.54, -0.23)
H (-1.36, -7.77, -0.08)
H (-0.86, -6.85, 1.33)
H (-3.28, -5.24, 2.48)
H (-3.35, -3.69, 3.25)
H (-0.98, -5.65, 3.46)
H (-2.20, -5.37, 4.71)
H (-1.05, -4.09, 4.28)
H (0.22, -5.01, -3.99)
H (1.03, -4.23, -5.32)
H (-1.94, -3.83, -4.60)
H (-1.32, -4.78, -5.95)
H (-1.12, -3.03, -5.94)
C (-2.21, 5.70, 0.25)
C (-3.56, 4.98, 0.08)
C (-4.00, 4.87, -1.37)
C (-3.66, 3.66, 0.84)
N (-2.79, 2.55, 0.29)
C (-1.69, 2.58, -0.46)
N (-1.36, 1.32, -0.70)
N (-2.25, 0.56, -0.03)
N (-3.10, 1.28, 0.59)
H (-2.36, 6.78, 0.26)
H (-1.53, 5.51, -0.59)
H (-1.71, 5.45, 1.18)
H (-4.31, 5.58, 0.61)
H (-3.33, 4.26, -1.98)
H (-4.01, 5.86, -1.84)
H (-5.01, 4.45, -1.46)
H (-4.67, 3.25, 0.78)
H (-3.38, 3.76, 1.88)
H (-1.21, 3.47, -0.82)

Löwdin atomic charge list, values in e, 2 entries: Ta 2.05; C -0.05

***

Most stable to least stable, the ends of the list are a and b.

***

## a
CH2O2 | wB97M-V/def2-TZVPD

- Spin multiplicity: 1
- SMILES: O=CO
- HOMO energy: -10.99 eV
- HOMO-LUMO gap: 11.0 eV

Atoms and positions in Å:
O (1.27, -0.99, -0.14)
C (0.27, -0.38, -0.20)
O (0.10, 0.96, 0.06)
H (-0.70, -0.78, -0.31)
H (-0.95, 1.20, 0.60)

Löwdin atomic charge list, values in e, 2 entries: O 0.12; C -0.43

***

## b
CH2O2 | wB97M-V/def2-TZVPD

- Spin multiplicity: 1
- SMILES: O=CO
- HOMO energy: -11.23 eV
- HOMO-LUMO gap: 12.1 eV

Atoms and positions in Å:
O (1.28, -0.12, 0.30)
C (0.18, -0.41, -0.09)
O (-0.81, 0.57, -0.09)
H (-0.36, -1.37, -0.44)
H (-0.28, 1.34, 0.33)

Löwdin atomic charge list, values in e, 2 entries: O 0.05; C -0.35

***

Most stable to least stable, the ends of the list are b and a.

***

## a
C5H8N2S2 | wB97M-V/def2-TZVPD

- Spin multiplicity: 1
- HOMO energy: -7.53 eV
- HOMO-LUMO gap: 7.4 eV

Atoms and positions in Å:
C (-2.62, 1.08, -1.34)
C (-1.44, 1.33, -0.52)
C (2.02, -0.80, -0.50)
C (0.64, -0.62, 1.74)
C (1.11, -0.10, 0.46)
N (-2.73, -0.11, -1.84)
N (-0.67, 0.14, -0.53)
S (-1.03, 2.59, 0.46)
S (-1.42, -1.05, -1.43)
H (-3.50, 1.77, -1.46)
H (2.43, -0.23, -1.35)
H (2.93, -1.15, 0.06)
H (1.46, -1.68, -0.89)
H (0.66, -1.64, 2.01)
H (-0.31, -0.27, 2.07)
H (1.20, -0.31, 2.60)
H (1.26, 1.05, 0.46)

Löwdin atomic charge list, values in e, 2 entries: C -0.28; C -0.93

***

## b
C5H8N2S2 | wB97M-V/def2-TZVPD

- Spin multiplicity: 1
- SMILES: C[C@@H]1C=N[C@H](S)[N+]([S-])=C1
- HOMO energy: -7.72 eV
- HOMO-LUMO gap: 8.0 eV

Atoms and positions in Å:
C (1.74, 0.03, -0.93)
C (1.12, 0.66, 0.32)
C (0.84, -0.45, 1.27)
N (-0.21, -1.15, 1.29)
C (-1.37, -0.81, 0.58)
S (-1.66, -1.76, -0.93)
N (-1.33, 0.77, 0.08)
S (-2.74, 1.43, -0.06)
C (-0.14, 1.28, -0.06)
H (0.91, -0.53, -1.47)
H (2.39, -0.68, -0.52)
H (2.18, 0.76, -1.52)
H (1.76, 1.45, 0.78)
H (1.75, -0.94, 1.61)
H (-2.18, -0.93, 1.32)
H (-2.82, -1.34, -1.18)
H (-0.21, 2.20, -0.59)

Löwdin atomic charge list, values in e, 2 entries: C -0.02; C -0.33

***

Most stable to least stable, the ends of the list are a and b.